This record from the Open Molecules 2025 dataset describes a molecular structure, C31H53F6GeKNO2PS4Se3 at a distorted geometry. The level of theory is the ωB97M-V functional and the def2-TZVPD basis.

## Properties
Expectation value of S²: 0.754
Gap between HOMO and LUMO (alpha / beta), eV: 7.38 / 4.64
E_LUMO (alpha / beta), eV: -2.422 / -5.163
E_tot, hartree: -13832.67323
Total charge: +1
2S+1: 2

```
103
Properties=species:S:1:pos:R:3:forces:R:3
K -0.866959 1.822712 -0.179366 1.5609 -0.3095 0.4306
C 3.069550 -2.688199 1.504264 -0.0741 0.2005 -0.6387
C 1.831402 -2.928889 2.350547 -0.2946 0.3737 -0.0089
S 0.739796 -1.454757 2.371782 0.1617 -0.2033 0.3500
C 0.927447 -0.937373 4.125398 -0.0840 -0.4374 -0.3045
C -0.048960 0.187137 4.449497 -0.0069 0.2512 -0.4872
S -0.538023 1.223051 3.023783 -0.2144 0.2798 0.3737
C 0.770593 2.483341 2.911996 -0.1752 -0.4246 0.1003
C 2.118211 1.946422 2.482053 0.2021 -0.1073 -0.4890
S 2.087426 1.306394 0.775116 0.5734 0.0063 0.1544
C 3.708603 0.461961 0.781579 -0.4690 0.2973 0.0715
C 3.795628 -0.601437 -0.293300 -0.2522 -0.3516 0.1955
S 2.600390 -1.969617 -0.122871 0.2042 -0.2064 0.0251
H 3.584777 -3.630982 1.319582 0.0713 0.0309 0.1170
H 3.752870 -1.998019 1.990697 0.0574 -0.0079 0.1014
H 2.101985 -3.184214 3.374043 -0.0567 -0.1482 0.0044
H 1.241719 -3.736537 1.919415 0.0390 -0.1322 0.1019
H 1.962480 -0.624583 4.263959 -0.0001 -0.0320 0.0164
H 0.736072 -1.804185 4.761217 0.0640 0.1196 0.0835
H 0.351118 0.834219 5.230893 -0.1004 -0.0437 0.0496
H -0.998429 -0.226897 4.786294 0.0207 0.0305 0.0897
H 0.853528 2.974081 3.883984 -0.0309 0.0915 -0.0772
H 0.389370 3.198751 2.181049 0.0157 0.1548 0.0461
H 2.424614 1.136174 3.140456 0.1085 -0.0220 0.0836
H 2.865445 2.738772 2.524525 0.0237 0.0053 0.1507
H 3.856080 0.037508 1.776200 0.0605 -0.0034 -0.0035
H 4.475020 1.218742 0.602711 0.0326 -0.1117 0.0897
H 4.800379 -1.028939 -0.314760 -0.0248 0.1157 -0.0979
H 3.564410 -0.177124 -1.270348 0.0814 -0.0178 -0.0790
C -1.446974 -3.282804 -4.445791 -0.0351 0.2103 0.2588
Se -0.902721 -2.380712 -2.791336 -0.0393 -0.0357 -0.2181
C -1.755461 -0.665821 -3.209614 0.1581 -0.2694 0.1363
C -0.887443 0.254199 -4.033054 0.3198 0.1305 -0.1486
Se 0.620504 0.980784 -2.992966 -0.1108 -0.2585 -0.3892
C 1.472785 1.836383 -4.524782 -0.1474 -0.0487 0.1297
H -1.031352 -4.286134 -4.442226 0.0347 -0.0073 0.0070
H -1.068877 -2.727776 -5.300829 0.0306 -0.0521 0.0036
H -2.533274 -3.329505 -4.477400 0.0136 -0.0476 -0.0374
H -2.010096 -0.215467 -2.255023 -0.1260 -0.0582 -0.0891
H -2.680007 -0.906681 -3.738583 0.0229 0.0939 0.1266
H -1.477156 1.106695 -4.382297 0.0492 -0.0671 0.0077
H -0.457578 -0.261976 -4.895301 -0.0854 0.0590 0.0256
H 0.811059 2.595084 -4.940063 0.0590 0.0056 0.0002
H 1.690759 1.077152 -5.273177 0.0257 0.0456 0.0158
H 2.399795 2.289798 -4.182861 -0.0155 0.0044 0.0136
C 1.587236 5.803265 -3.224321 0.0595 0.1305 -0.3668
O 1.708656 5.720364 -1.823732 0.4014 -0.0080 0.4016
C 2.664370 4.934614 -1.282950 0.2443 0.1448 0.2826
C 3.602320 4.210893 -2.018276 -0.2060 0.0846 -0.1183
C 4.664989 3.578157 -1.404120 -0.0308 0.0097 0.1228
C 4.839869 3.689050 -0.033187 0.0898 0.0611 -0.0567
C 3.902686 4.368369 0.713842 -0.1997 0.0863 -0.1673
C 2.779706 4.945365 0.122710 0.5125 -0.3471 -0.6599
N 1.899155 5.619163 0.962184 -0.3453 0.3863 0.4662
C 0.626569 6.013051 0.811950 -0.1554 -0.0665 -0.0703
C -0.337754 5.634821 -0.102107 0.0038 -0.2990 0.1097
C -1.478960 6.482180 -0.232748 -0.0865 0.1203 -0.0821
C -2.394155 6.297857 -1.214528 -0.1217 0.3615 0.2833
C -2.241627 5.226004 -2.125736 0.2893 -0.1328 0.0346
C -1.209329 4.355255 -2.005592 -0.0612 -0.1517 -0.3045
C -0.255292 4.440362 -0.934414 0.0525 0.4281 0.1364
O 0.532555 3.500348 -0.683014 0.9537 1.6212 -0.2153
H 0.686093 6.388057 -3.401226 0.0717 -0.0408 -0.0464
H 1.472334 4.817668 -3.680309 -0.0289 -0.0279 0.0236
H 2.452766 6.316815 -3.656827 -0.0670 -0.0887 -0.0022
H 3.528089 4.182118 -3.092858 -0.0559 0.0156 -0.1210
H 5.377943 3.032517 -2.003158 0.0867 -0.0079 -0.0680
H 5.715693 3.278317 0.443092 0.0848 -0.0843 0.0710
H 4.038922 4.479644 1.780577 0.0035 -0.0130 0.1445
H 2.333449 5.911102 1.830053 -0.1129 0.0951 -0.2092
H 0.335756 6.776305 1.528600 0.0603 -0.0410 0.0284
H -1.562110 7.317248 0.448665 -0.0800 0.1204 0.0441
H -3.226261 6.973538 -1.324199 -0.1089 0.0718 0.0533
H -2.962135 5.103897 -2.920298 -0.0722 -0.0442 -0.0940
H -1.084292 3.536297 -2.699816 -0.0256 -0.1404 -0.0231
C -2.133437 -7.415430 1.252563 -0.1390 0.5666 -0.2437
Ge -2.701803 -5.747260 0.333117 -0.1437 -0.3047 -0.2099
C -4.589393 -5.288259 0.724503 0.6139 -0.0649 -0.0409
C -2.357567 -5.736018 -1.615191 -0.1083 0.0134 0.5557
C -1.432351 -4.343923 1.072983 -0.1701 0.3475 -0.0725
Se -1.940313 -2.501592 0.788135 0.1913 -0.6178 0.2872
C -3.041697 -2.279694 2.363065 0.0700 0.0866 0.1112
H -2.721403 -8.263422 0.914131 -0.1007 -0.0431 -0.0963
H -2.268559 -7.318594 2.327261 -0.0319 0.0453 0.0822
H -1.085709 -7.626919 1.055181 0.0931 0.0168 -0.0544
H -5.240111 -6.039389 0.284495 -0.0064 -0.0902 -0.0756
H -4.848409 -4.325213 0.292518 -0.0347 0.1183 -0.0622
H -4.785684 -5.265004 1.792967 0.0147 0.0060 0.1219
H -3.086195 -6.336429 -2.151202 -0.1099 -0.1092 0.0067
H -1.364350 -6.117701 -1.837468 0.1127 -0.0574 0.0342
H -2.417346 -4.712251 -1.978382 -0.0386 0.0823 -0.0096
H -0.488408 -4.473394 0.541979 -0.0142 -0.0206 -0.0847
H -1.266044 -4.498308 2.138208 -0.0704 0.0223 0.0523
H -3.911912 -2.929243 2.295440 0.0254 -0.0439 -0.1017
H -3.356835 -1.241386 2.398149 -0.0038 0.0525 -0.1057
H -2.449928 -2.528827 3.243081 0.0302 -0.0486 -0.0947
F -2.321053 0.151647 0.062619 -1.5348 -1.1370 0.1512
P -3.725682 1.069965 -0.210038 0.1098 0.1940 -0.3655
F -2.871945 1.786936 -1.443037 -1.0268 -0.2972 -0.0478
F -4.978146 1.993784 -0.483660 0.2014 -0.1413 0.0829
F -4.418197 0.329517 1.026378 0.1012 0.0789 -0.0328
F -3.045835 2.179337 0.791155 -0.8888 -0.1608 0.1012
F -4.223641 -0.065499 -1.227151 0.0547 0.1594 0.2233
```
Positions in Å, forces in eV/Å.